[1]
Formula: C14H11ClF6GaNO8S2Si
Source: OMol25
Level of theory: ωB97M-V/def2-TZVPD

XYZ file:
```
45
Properties=species:S:1:pos:R:3:lowdin_charge:R:1
Ga 0.09 1.31 0.06 0.4706
O 2.46 3.84 -1.27 -0.2328
Cl 1.94 3.31 -0.07 0.7661
O 2.18 4.10 1.06 -0.2191
O 2.32 1.92 0.13 -0.3362
O 0.41 3.17 -0.26 -0.3132
F -3.90 3.95 -0.10 0.1677
C -3.22 3.68 1.00 -0.6787
F -2.06 4.32 0.97 0.1595
F -3.91 4.06 2.06 0.1673
S -2.93 1.86 1.09 0.6618
O -1.91 1.63 0.03 -0.3157
O -4.18 1.24 0.87 -0.2079
N -2.36 1.55 2.50 -0.2620
S -0.94 1.98 3.01 0.6751
O -0.83 3.29 3.55 -0.2053
O 0.13 1.56 2.08 -0.3079
C -0.75 0.78 4.40 -0.6829
F -1.68 1.02 5.32 0.1679
F -0.86 -0.46 3.96 0.1536
F 0.45 0.96 4.93 0.1653
C -2.39 -2.44 -3.80 -0.0799
C -2.51 -3.06 -2.57 -0.0799
C -1.74 -2.63 -1.49 -0.1012
C -0.84 -1.58 -1.64 -0.3305
C -0.73 -0.96 -2.89 -0.1083
C -1.49 -1.39 -3.96 -0.0794
Si 0.23 -1.05 -0.20 0.7255
C 2.00 -1.61 -0.29 -0.3241
C 2.44 -2.66 0.52 -0.1038
C 3.74 -3.13 0.42 -0.0823
C 4.63 -2.55 -0.47 -0.0797
C 4.21 -1.49 -1.27 -0.0749
C 2.91 -1.03 -1.18 -0.1083
H -2.99 -2.76 -4.64 0.1045
H -3.22 -3.87 -2.44 0.1049
H -1.86 -3.12 -0.53 0.0986
H -0.04 -0.14 -3.03 0.0982
H -1.40 -0.90 -4.92 0.1054
H -0.39 -1.51 1.07 0.0109
H 1.76 -3.12 1.22 0.0969
H 4.07 -3.95 1.05 0.1041
H 5.64 -2.91 -0.54 0.1044
H 4.90 -1.03 -1.97 0.1065
H 2.60 -0.19 -1.80 0.0992
```

Properties
Frontier orbital gap in eV: 9.60
F_max in eV/A: 0.7
LUMO in eV: -0.162
ΔE to the lowest compared entry with this formula, charge and spin in kcal/mol: 3.26
E_HOMO in Eh: -0.35867
Calculated total energy in a.u.: -5266.5795

[2]
Formula: C14H11ClN2O3
Source: OMol25
Level of theory: ωB97M-V/def2-TZVPD

XYZ file:
```
31
Properties=species:S:1:pos:R:3:lowdin_charge:R:1
N -1.11 -2.35 -0.88 0.1297
C -1.39 -1.04 -1.19 -0.2560
C -2.04 -0.70 -2.39 -0.0334
C -2.20 0.62 -2.81 -0.0750
C -1.69 1.69 -2.02 -0.6422
Cl -1.81 3.38 -2.48 0.6313
C -1.03 1.38 -0.86 -0.0695
C -0.87 0.05 -0.39 -0.1511
C -0.13 -0.21 0.85 -0.0919
C 1.32 0.17 0.87 -0.1156
C 2.01 0.22 -0.34 -0.0230
C 3.35 0.58 -0.36 -0.0963
C 4.01 0.84 0.78 -0.1003
C 3.38 0.75 2.02 -0.0706
C 2.03 0.49 2.07 -0.0088
N -0.77 -0.82 1.86 -0.1412
O -0.10 -1.38 2.77 -0.0188
C -2.18 -0.89 1.85 -0.4061
O -2.74 -1.98 2.04 0.1283
O -2.91 0.27 1.65 0.1168
H -1.21 -3.06 -1.60 0.1059
H -0.39 -2.50 -0.16 0.1187
H -2.41 -1.55 -2.98 0.1184
H -2.69 0.80 -3.77 0.1105
H -0.63 2.16 -0.23 0.1249
H 1.52 0.05 -1.30 0.1239
H 3.83 0.63 -1.33 0.1106
H 5.08 1.06 0.75 0.1082
H 4.03 0.92 2.91 0.1172
H 1.60 0.46 3.06 0.1121
H -3.84 -0.04 1.61 0.1434
```

Properties
Frontier orbital gap in eV: 7.33
F_max in eV/A: 5.6
LUMO in eV: -0.805
ΔE to the lowest compared entry with this formula, charge and spin in kcal/mol: 79.61
E_HOMO in Eh: -0.29895
Structure (SMILES): Nc1ccc(Cl)cc1/C(c1ccccc1)=[N+](/[O-])C(=O)O
Calculated total energy in a.u.: -1335.4462

[3]
Formula: C14H11ClN2OS3
Source: OMol25
Level of theory: ωB97M-V/def2-TZVPD

XYZ file:
```
32
Properties=species:S:1:pos:R:3:lowdin_charge:R:1
C -3.38 -1.28 -2.54 -0.0978
C -3.13 -2.32 -1.44 -0.2567
C -2.21 -1.79 -0.40 -0.5117
C -0.89 -2.04 -0.25 -0.0742
C -0.31 -1.31 0.81 -0.2493
C 1.01 -1.16 1.26 -0.5606
S 2.34 -2.00 0.46 1.0029
C 3.41 -0.55 0.10 -0.3550
C 2.88 -0.09 -1.24 -0.5203
O 3.37 -0.44 -2.29 0.0932
C 1.63 0.69 -1.20 -0.4559
C 0.60 0.59 -2.09 -0.0925
C -0.50 1.39 -1.77 -0.1792
C -0.29 2.13 -0.64 -1.0067
Cl -1.38 3.22 0.08 0.6659
S 1.27 1.85 0.05 1.0762
N 1.31 -0.35 2.26 0.0519
C 0.32 0.32 2.84 -0.2291
N -0.95 0.31 2.49 0.0931
C -1.25 -0.49 1.48 -0.5458
S -2.82 -0.63 0.77 1.1023
H -3.81 -0.38 -2.11 0.0672
H -4.06 -1.68 -3.28 0.0728
H -2.44 -1.03 -3.03 0.0696
H -4.09 -2.59 -0.98 0.1089
H -2.69 -3.22 -1.87 0.1166
H -0.33 -2.72 -0.87 0.1181
H 4.43 -0.92 0.02 0.0877
H 3.29 0.16 0.91 0.0600
H 0.64 -0.08 -2.94 0.1266
H -1.42 1.43 -2.34 0.1071
H 0.60 0.96 3.67 0.1148
```

Properties
Frontier orbital gap in eV: 8.73
F_max in eV/A: 0.9
LUMO in eV: -0.036
ΔE to the lowest compared entry with this formula, charge and spin in kcal/mol: 3.28
E_HOMO in Eh: -0.32206
Structure (SMILES): CCc1cc2c(SCC(=O)c3ccc(Cl)s3)ncnc2s1
Calculated total energy in a.u.: -2379.6131

[4]
Formula: C14H11ClN4O
Source: OMol25
Level of theory: ωB97M-V/def2-TZVPD

XYZ file:
```
31
Properties=species:S:1:pos:R:3:lowdin_charge:R:1
Cl 4.48 0.08 -0.44 0.6698
C 2.90 0.74 -0.25 -0.6956
C 2.28 1.37 -1.32 -0.1025
C 1.00 1.86 -1.18 -0.0043
C 0.32 1.73 0.03 -0.2767
O -0.93 2.28 0.07 -0.0235
C -1.94 1.74 0.91 -0.0954
C -2.77 0.76 0.15 -0.2577
N -4.01 0.93 -0.24 0.0735
N -4.33 -0.14 -0.95 -0.0422
N -3.37 -0.95 -1.03 0.0608
N -2.34 -0.44 -0.34 -0.0140
C -1.11 -1.10 -0.19 -0.2152
C -0.28 -1.27 -1.28 -0.0033
C 0.93 -1.93 -1.12 -0.0639
C 1.29 -2.42 0.12 -0.0793
C 0.45 -2.26 1.21 -0.0772
C -0.76 -1.60 1.06 -0.0210
C 0.96 1.12 1.11 -0.0202
C 2.25 0.63 0.96 -0.1094
H 2.80 1.47 -2.26 0.1086
H 0.50 2.36 -1.99 0.1247
H -2.58 2.57 1.19 0.1394
H -1.52 1.27 1.81 0.1159
H -0.58 -0.89 -2.25 0.1256
H 1.58 -2.05 -1.97 0.1141
H 2.24 -2.93 0.24 0.1101
H 0.73 -2.65 2.17 0.1094
H -1.43 -1.48 1.90 0.1231
H 0.48 1.03 2.07 0.1143
H 2.74 0.15 1.80 0.1121
```

Properties
Frontier orbital gap in eV: 9.26
F_max in eV/A: 1.5
LUMO in eV: 0.491
E_HOMO in Eh: -0.32242
Structure (SMILES): Clc1ccc(OCc2nnnn2-c2ccccc2)cc1
Calculated total energy in a.u.: -1294.5118

[5]
Formula: C14H11ClNO3
Source: OMol25
Level of theory: ωB97M-V/def2-TZVPD

XYZ file:
```
30
Properties=species:S:1:pos:R:3:lowdin_charge:R:1
Cl -1.18 2.93 -1.14 0.5778
C -0.04 2.13 -0.15 -0.7692
C 1.24 1.86 -0.65 -0.1705
C 2.16 1.22 0.12 -0.0623
C 1.84 0.82 1.46 -0.5351
O 2.68 0.26 2.17 -0.1012
C 0.52 1.10 1.93 -0.0581
C -0.38 1.74 1.15 -0.1684
H 1.48 2.18 -1.65 0.0817
H 3.14 1.00 -0.25 0.0874
H 0.27 0.79 2.93 0.0907
H -1.37 1.97 1.50 0.0822
C 4.04 1.82 4.75 0.0069
C 4.42 0.58 5.03 -0.0105
N 3.64 -0.24 5.92 -0.3719
O 4.22 -1.14 6.55 0.0294
O 2.43 -0.01 6.04 0.0515
C 4.77 2.76 3.92 -0.2001
C 4.28 4.05 3.75 -0.0270
C 4.96 4.97 3.00 -0.0859
C 6.15 4.63 2.39 -0.0970
C 6.65 3.35 2.54 -0.0845
C 5.97 2.43 3.29 -0.0208
H 3.11 2.15 5.19 0.1240
H 5.32 0.16 4.62 0.1164
H 3.36 4.33 4.24 0.1128
H 4.58 5.97 2.89 0.1004
H 6.69 5.35 1.80 0.0973
H 7.59 3.09 2.08 0.1004
H 6.38 1.44 3.42 0.1039
```

Properties
Frontier orbital gap in eV: 4.74
F_max in eV/A: 2.4
LUMO in eV: 1.951
E_HOMO in Eh: -0.10268
Charge: -1
Calculated total energy in a.u.: -1280.6924

[6]
Formula: C14H11FeN2O7
Source: OMol25
Level of theory: ωB97M-V/def2-TZVPD

XYZ file:
```
35
Properties=species:S:1:pos:R:3:lowdin_charge:R:1
Fe 1.30 0.48 0.59 0.8761
O 2.45 0.44 4.48 0.0232
C 1.96 0.70 3.39 -0.6295
O 2.42 0.43 2.28 -0.0826
C 0.54 1.49 3.20 -0.4871
O 0.20 2.25 4.09 0.0401
O -0.02 1.27 2.02 -0.2003
O -2.03 0.00 0.94 -0.0509
C -1.63 -1.13 1.59 -0.2478
C -0.64 -2.01 0.83 -0.2021
C -0.93 -3.38 0.75 -0.0171
C -0.13 -4.19 -0.06 -0.0820
C 0.84 -3.62 -0.80 -0.0858
C 1.12 -2.30 -0.66 -0.0833
N 0.43 -1.50 0.19 0.0797
H -1.45 0.70 1.27 0.0101
H -2.48 -1.72 1.83 0.1026
H -1.17 -0.98 2.58 0.1394
H -1.80 -3.87 1.29 0.1312
H -0.38 -5.25 -0.18 0.1119
H 1.52 -4.17 -1.43 0.1060
H 2.02 -1.80 -0.98 0.1037
O 2.27 0.74 -3.35 0.0237
C 1.81 0.91 -2.21 -0.5934
O 2.32 0.40 -1.14 -0.1170
C 0.57 1.69 -2.05 -0.2119
C 0.01 2.26 -3.19 0.0122
C -1.16 3.02 -2.98 -0.0546
C -1.66 3.12 -1.70 -0.0848
C -1.08 2.49 -0.62 -0.0689
N 0.07 1.78 -0.84 0.0916
H 0.60 2.14 -4.05 0.0971
H -1.72 3.45 -3.90 0.1323
H -2.58 3.66 -1.55 0.0947
H -1.57 2.50 0.38 0.1235
```

Properties
Frontier orbital gap (spin up / spin down) in eV: 7.61 / 7.62
F_max in eV/A: 4.0
LUMO (spin up / spin down) in eV: 2.662 / 2.655
ΔE to the lowest compared entry with this formula, charge and spin in kcal/mol: 0.00
<S²>: 6.012
E_HOMO (spin up / spin down) in Eh: -0.18199 / -0.18229
Charge: -1
Calculated total energy in a.u.: -2440.1888
2S+1: 5

[7]
Formula: C14H11N5O2Pd
Source: OMol25
Level of theory: ωB97M-V/def2-TZVPD

XYZ file:
```
33
Properties=species:S:1:pos:R:3:lowdin_charge:R:1
Pd -0.97 0.85 1.23 0.8933
N -1.23 -3.35 0.61 0.1205
C -1.63 -2.08 0.78 -0.1166
N -0.95 -1.05 0.39 0.0031
C 0.31 -1.25 -0.21 -0.2709
N 1.06 -0.23 -0.47 0.0874
N 0.53 0.96 -0.06 -0.1577
C 0.83 2.02 -0.73 -0.0614
C 0.16 3.24 -0.34 -0.2701
C 0.70 4.51 -0.53 -0.0280
C 0.00 5.62 -0.10 -0.0701
C -1.23 5.43 0.53 -0.0526
C -1.70 4.13 0.69 -0.1217
N -1.05 3.07 0.24 0.0544
C 0.74 -2.60 -0.52 -0.0869
C 1.92 -2.89 -1.20 -0.0076
C 2.29 -4.20 -1.43 -0.0702
C 1.49 -5.24 -0.97 -0.0693
C 0.32 -4.98 -0.30 -0.0171
C -0.06 -3.66 -0.07 -0.1759
H -1.79 -4.10 0.98 0.1564
H -2.57 -1.91 1.29 0.1461
H 1.52 1.97 -1.56 0.1257
H 1.68 4.62 -0.98 0.1103
H 0.39 6.61 -0.25 0.1055
H -1.81 6.27 0.88 0.1033
H -2.63 3.93 1.20 0.1164
H 2.52 -2.06 -1.55 0.1148
H 3.21 -4.41 -1.96 0.1068
H 1.79 -6.27 -1.15 0.1085
H -0.32 -5.78 0.05 0.1149
O -2.25 0.94 2.66 -0.4514
O -1.29 1.89 2.85 -0.4399
```

Properties
Frontier orbital gap in eV: 6.02
F_max in eV/A: 1.8
LUMO in eV: -0.501
E_HOMO in Eh: -0.23976
Calculated total energy in a.u.: -1092.0863

[8]
Formula: C14H12AsIrN3O7S2
Source: OMol25
Level of theory: ωB97M-V/def2-TZVPD

XYZ file:
```
40
Properties=species:S:1:pos:R:3:lowdin_charge:R:1
Ir -1.68 0.03 0.72 1.1838
N -5.34 -2.03 1.77 0.0760
C -4.09 -1.63 1.46 -0.8440
S -3.73 0.03 1.77 0.5976
N -3.27 -2.55 1.01 -0.0149
N -2.05 -2.08 0.67 -0.1320
C -1.15 -3.00 0.56 -0.0152
C 0.24 -2.77 0.23 -0.1524
C 1.17 -3.73 0.40 -0.0424
C 2.60 -3.48 0.33 -0.0726
C 3.10 -2.29 0.03 -0.0234
C 2.19 -1.19 -0.36 -0.2151
C 0.72 -1.49 -0.21 -0.3499
O 0.02 -0.53 -0.44 -0.2504
H -5.97 -1.39 2.21 0.0831
H -5.58 -3.01 1.69 0.1056
H -1.46 -4.01 0.81 0.1431
H 0.82 -4.72 0.68 0.1082
H 3.28 -4.30 0.54 0.1060
H 4.17 -2.09 0.03 0.1182
H 2.36 -0.89 -1.39 0.1607
O 0.02 -0.13 -2.83 -0.2363
As -0.81 1.28 -2.14 0.9268
O -1.23 2.14 -3.46 -0.4423
O -2.12 0.88 -1.13 -0.5297
C 0.44 2.41 -1.07 -0.1834
C 0.38 3.66 -1.69 -0.0998
C 0.92 4.81 -1.14 -0.0507
C 1.53 4.75 0.09 -0.0564
C 1.64 3.53 0.73 -0.0661
C 1.13 2.36 0.18 -0.2150
S 1.58 0.98 1.28 0.7039
O 2.52 1.50 2.22 -0.2538
O 2.50 -0.02 0.45 -0.1675
O 0.42 0.34 1.87 -0.3649
H -0.05 0.05 -3.78 0.0485
H -0.14 3.70 -2.64 0.0835
H 0.84 5.75 -1.68 0.1140
H 1.93 5.64 0.55 0.1141
H 2.15 3.48 1.68 0.1050
```

Properties
Frontier orbital gap (spin up / spin down) in eV: 4.41 / 6.24
F_max in eV/A: 5.9
LUMO (spin up / spin down) in eV: -2.239 / -2.184
ΔE to the lowest compared entry with this formula, charge and spin in kcal/mol: 108.51
<S²>: 0.800
E_HOMO (spin up / spin down) in Eh: -0.24425 / -0.30943
Calculated total energy in a.u.: -4367.9388
2S+1: 2